(1)
Molecular formula: C22H24N2O4
Method: DFT, ωB97M-V/def2-TZVPD

```
52
Properties=species:S:1:pos:R:3:lowdin_charge:R:1
C -0.812 4.163 -6.891 -0.018
C -0.339 3.092 -5.939 -0.405
O -0.200 1.943 -6.298 0.082
C -0.050 3.506 -4.542 -0.159
C -0.205 4.811 -4.076 -0.041
C 0.089 5.107 -2.757 -0.065
C 0.539 4.130 -1.886 0.003
C 0.698 2.821 -2.340 -0.199
N 1.151 1.789 -1.525 0.134
C 1.467 1.803 -0.205 -0.451
O 1.421 2.766 0.529 0.072
C 1.943 0.430 0.275 -0.094
N 1.396 -0.635 -0.548 -0.193
C 2.192 -1.851 -0.542 -0.174
C 2.301 -2.490 0.845 -0.119
C 0.963 -2.529 1.535 -0.172
C 0.797 -3.298 2.675 0.053
C -0.410 -3.358 3.363 -0.190
C -1.486 -2.597 2.886 -0.188
C -1.311 -1.820 1.751 0.056
C -0.108 -1.776 1.065 -0.155
C 0.020 -0.944 -0.188 -0.125
O -2.761 -2.641 3.429 -0.067
C -2.910 -2.142 4.739 -0.187
C -1.946 -2.785 5.748 -0.125
C -1.553 -4.190 5.293 -0.174
O -0.415 -4.177 4.454 -0.029
C 0.401 2.523 -3.665 0.048
H -1.742 4.598 -6.530 0.087
H -0.065 4.949 -6.970 0.087
H -0.978 3.723 -7.871 0.083
H -0.552 5.595 -4.729 0.103
H -0.031 6.117 -2.396 0.106
H 0.766 4.367 -0.860 0.101
H 1.221 0.868 -1.950 0.136
H 3.034 0.429 0.182 0.140
H 1.696 0.339 1.341 0.140
H 3.186 -1.618 -0.933 0.122
H 1.710 -2.550 -1.232 0.128
H 2.703 -3.501 0.757 0.121
H 2.999 -1.916 1.462 0.119
H 1.615 -3.891 3.054 0.131
H -2.158 -1.250 1.398 0.133
H -0.532 -0.007 -0.074 0.131
H -0.427 -1.492 -1.028 0.135
H -2.790 -1.048 4.745 0.128
H -3.946 -2.380 4.996 0.127
H -2.421 -2.823 6.728 0.115
H -1.033 -2.191 5.835 0.124
H -2.396 -4.678 4.787 0.135
H -1.248 -4.804 6.144 0.127
H 0.516 1.516 -4.041 0.123
```

Summary:
HOMO energy	-8.291	eV
structure (SMILES)	CC(=O)c1cccc(NC(=O)CN2CCc3cc4c(cc3C2)OCCCO4)c1
Kohn-Sham gap	8.68	eV

=====

(2)
Molecular formula: C43H59BrN3O2P2Si4TcTe
Method: DFT, ωB97M-V/def2-TZVPD

```
116
Properties=species:S:1:pos:R:3:lowdin_charge:R:1
Tc -0.508 0.222 1.389 0.771
C -2.009 3.048 4.274 0.010
C -1.575 2.351 3.013 -0.233
N -1.102 1.102 3.139 -0.173
O -1.012 0.635 4.431 -0.033
C -1.590 2.882 1.702 -0.283
C -2.050 4.210 1.200 -0.012
N -1.208 2.007 0.776 -0.288
O -1.412 2.304 -0.436 -0.161
H -1.200 2.999 5.002 0.079
H -2.923 2.587 4.717 0.114
H -2.283 4.090 4.113 0.080
H -0.791 -0.306 4.305 0.055
H -1.535 4.494 0.259 0.092
H -2.005 4.969 1.992 0.080
H -3.105 4.097 0.935 0.095
N 2.253 -0.061 2.655 -0.335
P 1.035 -1.313 2.592 0.859
C 1.776 -2.751 1.776 -0.367
C 3.056 -3.130 2.208 -0.079
C 3.687 -4.107 1.458 -0.101
C 3.104 -4.737 0.416 -0.074
C 1.738 -4.509 0.093 -0.048
C 1.063 -3.518 0.818 -0.170
C 0.916 -1.731 4.299 -0.400
C 1.532 -0.862 5.234 -0.084
C 1.735 -1.353 6.521 -0.053
C 1.391 -2.656 6.865 -0.064
C 0.740 -3.436 5.954 -0.078
C 0.483 -3.012 4.662 -0.081
P 1.809 1.245 1.602 0.911
C 1.925 2.770 2.566 -0.352
C 1.646 2.887 3.956 -0.078
C 1.924 4.132 4.504 -0.084
C 2.186 5.230 3.707 -0.070
C 2.436 5.086 2.343 -0.072
C 2.248 3.864 1.707 -0.085
C 3.293 1.290 0.482 -0.347
C 3.218 1.017 -0.893 -0.119
C 4.403 0.891 -1.595 -0.074
C 5.657 0.955 -1.000 -0.062
C 5.686 1.416 0.297 -0.083
C 4.536 1.600 1.071 -0.089
H 3.200 -0.409 2.503 0.058
H 3.513 -2.623 3.057 0.115
H 4.764 -4.299 1.711 0.132
H 3.715 -5.346 -0.292 0.128
H 1.213 -5.016 -0.723 0.110
H -0.008 -3.276 0.701 0.066
H 1.851 0.147 5.001 0.075
H 2.251 -0.708 7.212 0.108
H 1.629 -3.049 7.850 0.118
H 0.257 -4.350 6.302 0.119
H 0.012 -3.676 3.916 0.120
H 1.258 2.100 4.648 0.101
H 1.913 4.187 5.590 0.113
H 2.347 6.275 4.036 0.122
H 2.775 5.941 1.780 0.108
H 2.747 3.679 0.754 0.105
H 2.263 0.918 -1.396 0.006
H 4.335 0.913 -2.652 0.094
H 6.583 0.665 -1.569 0.135
H 6.655 1.657 0.733 0.111
H 4.587 2.017 2.101 0.127
Br -6.310 -3.107 1.681 0.774
C -4.810 -1.998 1.871 -0.700
C -3.767 -2.423 2.692 -0.137
C -2.494 -1.905 2.564 -0.104
C -2.207 -0.909 1.583 -0.355
C -3.222 -0.483 0.752 -0.144
C -4.538 -1.013 0.911 -0.116
H -4.031 -3.190 3.395 0.095
H -1.654 -2.380 3.047 0.055
H -3.089 0.205 -0.088 0.062
H -5.373 -0.578 0.328 0.107
C 1.737 -2.102 -4.861 -0.220
Si -0.172 -2.144 -4.757 0.340
C -0.682 -2.068 -6.566 -0.237
C -0.804 -3.849 -4.060 -0.202
Si -0.973 -0.404 -3.323 0.165
Te 0.059 -0.870 -0.949 0.792
Si -0.432 1.726 -4.146 0.319
C -1.686 2.979 -3.574 -0.209
C -0.380 1.907 -5.983 -0.233
C 1.352 2.239 -3.590 -0.207
Si -3.261 -0.728 -3.456 0.354
C -4.177 0.703 -2.565 -0.224
C -3.942 -2.320 -2.621 -0.195
C -3.912 -0.750 -5.243 -0.212
H 2.004 -2.282 -5.896 0.010
H 2.101 -2.993 -4.299 0.031
H 2.193 -1.142 -4.447 0.034
H 0.076 -2.732 -7.204 0.082
H -0.593 -1.037 -6.998 0.017
H -1.732 -2.429 -6.748 0.031
H -1.887 -3.870 -3.950 -0.009
H -0.219 -4.091 -3.150 0.015
H -0.500 -4.563 -4.894 0.053
H -1.422 3.921 -4.090 0.046
H -1.677 3.168 -2.518 -0.006
H -2.725 2.715 -3.917 0.045
H -1.439 1.816 -6.385 0.048
H 0.219 1.138 -6.549 0.037
H -0.082 2.938 -6.304 0.053
H 1.376 2.495 -2.508 0.018
H 1.467 3.204 -4.145 0.044
H 2.160 1.539 -3.809 0.010
H -3.543 1.346 -1.956 -0.008
H -4.990 0.255 -1.933 0.031
H -4.641 1.383 -3.326 0.040
H -3.651 -2.341 -1.584 0.003
H -3.624 -3.216 -3.147 0.004
H -5.022 -2.230 -2.606 0.034
H -3.206 -0.205 -5.913 0.019
H -4.910 -0.276 -5.367 0.043
H -3.996 -1.699 -5.772 0.022
```

Summary:
HOMO energy (spin up / spin down)	-10.187 / -10.152	eV
multiplicity	4
net charge	+1
Kohn-Sham gap (spin up / spin down)	7.74 / 5.24	eV

=====

(3)
Molecular formula: C27H48AlF10N4O4S3
Method: DFT, ωB97M-V/def2-TZVPD

```
97
Properties=species:S:1:pos:R:3:lowdin_charge:R:1
C 4.739 -5.369 -0.749 -0.188
C 4.146 -5.238 -2.154 -0.580
S 3.986 -3.499 -2.647 0.806
C 3.123 -2.757 -1.167 -0.639
N 2.764 -1.428 -1.403 -0.070
C 1.360 -1.246 -1.519 -0.293
C 0.688 -0.826 -0.205 -0.256
C 1.216 -1.607 0.981 -0.394
S -0.101 -1.765 2.196 0.757
C -1.134 -3.058 1.880 -1.078
S -1.672 -3.788 3.267 0.535
N -1.508 -3.454 0.606 -0.134
C -1.122 -4.633 -0.010 -0.051
C -1.753 -4.608 -1.211 -0.148
N -2.503 -3.478 -1.363 0.082
C -2.336 -2.801 -0.269 -0.165
H 5.113 -6.367 -0.541 0.059
H 5.517 -4.628 -0.637 0.059
H 3.955 -5.165 -0.030 0.042
H 4.760 -5.740 -2.888 0.049
H 3.167 -5.707 -2.158 0.054
H 2.289 -3.434 -0.929 0.057
H 3.832 -2.808 -0.337 0.063
H 1.166 -0.425 -2.206 0.103
H 0.840 -2.126 -1.928 0.107
H 0.835 0.234 0.063 0.052
H -0.388 -0.919 -0.343 0.074
H 1.568 -2.604 0.758 0.063
H 1.999 -1.026 1.454 0.100
H -0.481 -5.374 0.420 0.087
H -1.663 -5.408 -1.916 0.094
H -2.769 -1.854 -0.018 0.131
Al 0.082 -2.461 4.719 0.467
C -2.908 5.671 2.008 0.013
C -1.571 5.020 2.424 -0.455
C -1.564 4.828 3.947 -0.135
C -2.536 3.764 4.479 -0.152
C -2.823 2.640 3.470 -0.152
C -1.742 2.430 2.417 -0.449
N -1.507 3.716 1.710 0.022
O -0.765 3.665 0.794 0.217
C -2.301 1.416 1.415 -0.002
C -0.464 1.875 3.031 0.006
C -0.436 5.952 2.045 -0.020
H -2.937 5.833 0.929 0.095
H -3.020 6.635 2.500 0.097
H -3.766 5.050 2.276 0.099
H -0.547 4.581 4.264 0.109
H -1.786 5.788 4.411 0.124
H -2.130 3.352 5.406 0.107
H -3.482 4.231 4.752 0.114
H -3.001 1.708 3.999 0.128
H -3.776 2.858 2.967 0.062
H -3.180 1.815 0.909 0.100
H -2.608 0.520 1.948 0.094
H -1.552 1.139 0.669 0.079
H -0.705 0.928 3.511 0.071
H -0.022 2.527 3.787 0.086
H 0.297 1.683 2.266 0.083
H -0.573 6.893 2.573 0.097
H -0.417 6.171 0.979 0.089
H 0.534 5.539 2.327 0.102
C -0.683 3.944 -2.877 -0.021
C 0.564 3.261 -3.460 -0.460
C 1.642 4.153 -4.074 -0.282
F 1.179 4.879 -5.127 0.074
F 2.653 3.385 -4.548 0.095
F 0.179 2.312 -4.359 0.120
F 1.136 2.648 -2.423 0.102
O -1.866 4.015 -3.678 0.054
C -2.075 5.006 -4.580 -0.556
C -2.132 4.475 -6.016 -0.285
F -1.006 3.817 -6.341 0.101
F -2.268 5.520 -6.872 0.087
F -1.186 6.010 -4.456 0.145
F -3.300 5.534 -4.322 0.132
H -0.970 3.302 -2.047 0.142
H -0.443 4.911 -2.437 0.143
H 2.048 4.839 -3.328 0.173
H -2.981 3.800 -6.132 0.174
O 2.931 2.960 -7.798 -0.056
H 2.675 3.107 -6.880 0.006
H 2.202 3.323 -8.307 0.028
C 2.701 -7.701 2.222 -0.052
C 1.300 -7.156 2.456 -0.488
C 0.499 -8.055 3.384 -0.059
O 0.620 -7.011 1.209 -0.071
H 2.653 -8.686 1.750 0.083
H 3.259 -7.046 1.553 0.064
H 3.252 -7.793 3.159 0.081
H 1.365 -6.154 2.884 0.134
H 0.385 -9.051 2.946 0.081
H -0.502 -7.651 3.537 0.077
H 0.986 -8.158 4.355 0.079
H 0.548 -7.881 0.804 0.094
F -5.581 2.213 2.626 -0.788
F 1.452 1.968 -0.133 -0.618
```

Summary:
HOMO energy	-3.230	eV
net charge	-1
Kohn-Sham gap	2.64	eV